1.
{"formula": "C19H23CuF3NO3S2Se", "method": "ωB97M-V with the def2-TZVPD basis set", "species": ["Cu", "C", "C", "C", "S", "O", "C", "C", "C", "H", "H", "H", "H", "H", "H", "H", "H", "H", "H", "H", "H", "H", "H", "Se", "F", "C", "F", "F", "C", "C", "C", "N", "C", "C", "H", "H", "H", "H", "O", "C", "O", "C", "C", "C", "C", "S", "C", "C", "H", "H", "H", "H", "H"], "coordinates": [[0.080, -0.500, -0.662], [2.022, 3.806, -0.535], [2.205, 3.722, 0.971], [0.907, 3.934, 1.728], [-0.387, 2.589, 1.659], [-1.217, 2.956, 2.828], [0.723, 1.196, 2.203], [-0.012, 0.175, 3.055], [-0.195, 0.636, 4.497], [2.950, 3.552, -1.042], [1.735, 4.810, -0.840], [1.246, 3.124, -0.867], [2.915, 4.494, 1.304], [2.645, 2.757, 1.227], [0.392, 4.813, 1.339], [1.075, 4.073, 2.796], [1.593, 1.584, 2.730], [1.023, 0.738, 1.257], [0.544, -0.766, 3.024], [-0.988, -0.017, 2.607], [0.770, 0.817, 4.977], [-0.730, -0.122, 5.067], [-0.773, 1.555, 4.501], [-0.364, 1.370, -1.826], [5.629, -1.274, -4.177], [4.904, -2.254, -3.609], [5.817, -3.087, -3.030], [4.415, -2.984, -4.645], [3.872, -1.771, -2.662], [3.595, -0.408, -2.477], [2.664, -0.048, -1.537], [1.961, -0.930, -0.795], [2.235, -2.237, -0.985], [3.151, -2.696, -1.897], [4.123, 0.346, -3.038], [2.411, 0.989, -1.379], [1.681, -2.926, -0.365], [3.345, -3.754, -2.005], [-6.955, -1.371, -2.407], [-6.663, -2.044, -1.253], [-7.534, -2.715, -0.736], [-5.296, -1.929, -0.764], [-4.363, -0.993, -1.244], [-3.064, -1.014, -0.809], [-2.625, -1.976, 0.112], [-0.971, -2.096, 0.583], [-3.574, -2.854, 0.659], [-4.875, -2.821, 0.234], [-6.161, -0.904, -2.706], [-4.646, -0.202, -1.929], [-2.365, -0.280, -1.180], [-3.259, -3.563, 1.410], [-5.609, -3.503, 0.638]], "multiplicity": 1, "homo_energy_ev": 0.29, "total_charge": -2, "de_lowest_kcal_mol": 0.0}

***

2.
{"formula": "C19H23F3N4O6S", "method": "ωB97M-V with the def2-TZVPD basis set", "species": ["C", "C", "H", "H", "O", "C", "O", "C", "N", "C", "O", "C", "C", "H", "H", "H", "H", "H", "H", "N", "C", "C", "C", "C", "C", "C", "H", "H", "S", "O", "O", "N", "C", "C", "C", "N", "O", "C", "H", "H", "H", "C", "H", "H", "H", "H", "H", "H", "H", "C", "F", "F", "F", "H", "H", "H"], "coordinates": [[6.696, -1.550, 0.026], [5.830, -0.306, 0.136], [5.659, -0.039, 1.183], [6.272, 0.536, -0.399], [4.554, -0.502, -0.493], [3.647, -1.136, 0.213], [3.789, -1.685, 1.271], [2.319, -1.313, -0.612], [1.841, -0.019, -1.019], [1.992, 1.021, -0.149], [2.679, 0.874, 0.843], [1.301, 2.309, -0.487], [0.628, 2.380, -1.852], [-0.210, 1.688, -1.911], [0.233, 3.383, -1.998], [1.331, 2.174, -2.657], [2.043, 3.103, -0.384], [0.548, 2.476, 0.293], [1.201, 0.048, -1.793], [1.415, -2.053, 0.235], [0.079, -1.710, 0.385], [-0.750, -1.481, -0.719], [-2.077, -1.147, -0.533], [-2.576, -1.035, 0.749], [-1.786, -1.288, 1.853], [-0.464, -1.635, 1.672], [0.172, -1.827, 2.523], [-2.216, -1.185, 2.836], [-4.243, -0.488, 0.977], [-5.189, -1.331, 0.316], [-4.478, -0.140, 2.346], [-4.261, 0.952, 0.028], [-3.435, 1.986, 0.379], [-3.618, 3.347, 0.420], [-2.332, 3.834, 0.779], [-1.488, 2.850, 0.936], [-2.163, 1.682, 0.688], [-1.931, 5.249, 0.970], [-0.879, 5.299, 1.232], [-2.523, 5.698, 1.766], [-2.108, 5.815, 0.056], [-4.852, 4.131, 0.149], [-5.730, 3.492, 0.201], [-4.812, 4.587, -0.841], [-4.956, 4.928, 0.883], [-5.203, 1.233, -0.204], [-2.731, -0.968, -1.371], [-0.367, -1.591, -1.720], [1.880, -2.249, 1.123], [2.682, -2.132, -1.871], [3.335, -3.253, -1.563], [1.597, -2.495, -2.572], [3.450, -1.446, -2.724], [7.676, -1.347, 0.448], [6.241, -2.373, 0.571], [6.809, -1.838, -1.016]], "multiplicity": 1, "homo_energy_ev": -8.83, "smiles": "CCOC(=O)[C@](NC(=O)CC)(Nc1ccc(S(=O)(=O)Nc2onc(C)c2C)cc1)C(F)(F)F", "de_lowest_kcal_mol": 2.8}

***

3.
{"formula": "C19H23FIN4SiW", "method": "ωB97M-V with the def2-TZVPD basis set", "species": ["W", "C", "Si", "C", "C", "N", "C", "C", "C", "C", "C", "C", "F", "H", "H", "H", "H", "H", "H", "H", "H", "H", "H", "H", "H", "H", "N", "C", "C", "C", "C", "C", "N", "H", "H", "H", "H", "H", "H", "I", "C", "C", "C", "C", "C", "N", "H", "H", "H", "H"], "coordinates": [[0.396, 0.483, 0.095], [-2.512, -0.636, -1.905], [-1.922, -1.880, -0.661], [-1.230, -3.387, -1.507], [-3.227, -2.113, 0.633], [-0.421, -1.142, 0.421], [-0.084, -2.037, 1.503], [-0.475, -3.359, 1.701], [-0.034, -4.022, 2.842], [0.779, -3.405, 3.782], [1.195, -2.088, 3.605], [0.736, -1.491, 2.467], [1.104, -0.165, 2.131], [-3.379, -1.166, -2.322], [-1.856, -0.448, -2.751], [-2.909, 0.292, -1.497], [-1.214, -3.224, -2.587], [-1.867, -4.253, -1.321], [-0.217, -3.652, -1.205], [-4.152, -2.368, 0.109], [-3.412, -1.177, 1.167], [-3.040, -2.894, 1.365], [-1.109, -3.883, 1.007], [-0.338, -5.048, 2.999], [1.099, -3.950, 4.659], [1.838, -1.576, 4.307], [2.556, 1.111, -0.624], [2.595, 2.150, 0.388], [3.556, 3.104, 0.617], [3.336, 3.954, 1.699], [2.194, 3.815, 2.485], [1.272, 2.837, 2.174], [1.483, 2.028, 1.120], [2.724, 1.465, -1.565], [3.250, 0.384, -0.443], [4.444, 3.174, 0.003], [4.062, 4.720, 1.938], [2.024, 4.465, 3.332], [0.368, 2.674, 2.746], [-1.936, 2.796, 0.147], [-1.135, 2.325, -1.697], [-1.546, 2.960, -2.856], [-0.991, 2.568, -4.066], [-0.035, 1.554, -4.097], [0.343, 0.972, -2.913], [-0.195, 1.348, -1.720], [-2.293, 3.740, -2.812], [-1.302, 3.050, -4.984], [0.407, 1.225, -5.028], [1.072, 0.170, -2.879]], "multiplicity": 3, "homo_energy_ev": [-17.45, -17.66], "total_charge": 3, "s2": 2.0236}

***

4.
{"formula": "C19H23FeN5O4S2", "method": "ωB97M-V with the def2-TZVPD basis set", "species": ["Fe", "N", "C", "S", "N", "N", "C", "C", "C", "C", "C", "C", "N", "H", "H", "H", "H", "H", "H", "H", "C", "C", "C", "C", "C", "H", "H", "H", "H", "H", "H", "H", "H", "H", "H", "O", "S", "O", "N", "C", "O", "C", "C", "C", "C", "C", "C", "H", "H", "H", "H", "O", "H", "H"], "coordinates": [[-0.088, 1.060, 0.399], [-1.849, 4.988, 0.859], [-1.153, 3.823, 0.696], [-1.886, 2.354, 1.207], [0.009, 3.958, 0.085], [0.601, 2.755, -0.140], [1.782, 2.764, -0.654], [2.399, 1.457, -0.804], [3.637, 1.249, -1.402], [4.127, -0.041, -1.500], [3.367, -1.090, -1.003], [2.140, -0.803, -0.426], [1.665, 0.434, -0.323], [-2.596, 4.974, 1.529], [-1.324, 5.840, 0.752], [2.276, 3.688, -0.931], [4.194, 2.095, -1.782], [5.089, -0.227, -1.959], [3.711, -2.113, -1.050], [1.510, -1.587, -0.030], [-2.403, 0.353, -3.275], [-1.248, 1.130, -2.624], [-1.668, 2.599, -2.519], [-0.029, 1.041, -3.564], [-0.914, 0.514, -1.283], [-2.647, 0.755, -4.266], [-3.296, 0.410, -2.649], [-2.138, -0.702, -3.388], [-1.995, 2.979, -3.494], [-0.844, 3.222, -2.176], [-2.490, 2.713, -1.809], [-0.257, 1.447, -4.558], [0.288, 0.001, -3.681], [0.810, 1.605, -3.150], [-0.949, -0.586, -1.370], [2.470, -3.160, 3.293], [1.215, -2.569, 3.682], [1.041, -2.257, 5.077], [0.841, -1.303, 2.742], [-0.222, -1.545, 1.967], [-0.714, -0.777, 1.130], [-0.815, -2.911, 2.175], [-1.904, -3.471, 1.533], [-2.268, -4.764, 1.888], [-1.554, -5.469, 2.856], [-0.457, -4.900, 3.492], [-0.112, -3.614, 3.128], [-2.438, -2.901, 0.784], [-3.117, -5.234, 1.407], [-1.859, -6.475, 3.114], [0.106, -5.442, 4.241], [0.854, 1.423, 2.309], [1.006, 0.525, 2.678], [0.096, 1.787, 2.788]], "multiplicity": 2, "homo_energy_ev": [-2.64, -4.33], "total_charge": -1, "de_lowest_kcal_mol": 0.0, "s2": 0.7619}

***

multiplicity of number 2 (C19H23F3N4O6S)?
1

***

Look up the multiplicity of the fourth one.
2

***

Which value of multiplicity does entry 1 give?
1

***

Look up the multiplicity of the second one.
1